Density functional theory data (ωB97M-V/def2-TZVPD) for a molecular structure, C40H36BrCl2INSSbW.

Results
2S+1   3
<S²>   2.02
Total charge   +2
HOMO energy (spin up / spin down)   -12.8 / -12.8 eV

Element x y z (Å)
1 W 0.25 -0.22 0.36
2 C 3.62 -0.33 4.11
3 C 3.26 -0.89 2.73
4 C 4.53 -1.15 1.93
5 C 2.27 0.04 2.04
6 C 1.14 0.50 2.71
7 C 0.21 1.38 2.08
8 C 0.59 2.08 0.91
9 C -0.04 3.37 0.50
10 C 1.71 1.58 0.20
11 C 2.47 0.50 0.69
12 H 4.41 -0.93 4.55
13 H 2.78 -0.34 4.80
14 H 3.99 0.69 4.03
15 H 2.76 -1.85 2.89
16 H 5.06 -0.22 1.72
17 H 4.32 -1.66 0.99
18 H 5.19 -1.78 2.51
19 H 0.98 0.22 3.74
20 H -0.62 1.75 2.69
21 H -0.25 3.39 -0.57
22 H 0.67 4.18 0.69
23 H -0.95 3.58 1.05
24 H 2.03 2.08 -0.71
25 H 3.36 0.22 0.15
26 S -0.09 0.32 -2.01
27 Sb -2.41 0.48 -2.47
28 C -2.93 -1.52 -1.89
29 C -3.54 -2.37 -2.80
30 C -3.80 -3.68 -2.43
31 C -3.45 -4.13 -1.16
32 C -2.87 -3.26 -0.25
33 C -2.59 -1.95 -0.62
34 C -3.08 2.40 -1.64
35 C -3.03 2.60 -0.27
36 C -3.39 3.84 0.23
37 C -3.71 4.88 -0.62
38 C -3.71 4.67 -1.99
39 C -3.42 3.42 -2.51
40 C -2.42 0.19 -4.60
41 C -1.72 -0.93 -5.05
42 C -1.76 -1.26 -6.39
43 C -2.48 -0.48 -7.28
44 C -3.15 0.65 -6.83
45 C -3.13 0.98 -5.48
46 H -3.81 -2.02 -3.78
47 H -4.28 -4.35 -3.12
48 H -3.65 -5.15 -0.88
49 H -2.63 -3.61 0.75
50 H -1.09 -1.48 0.66
51 H -2.72 1.80 0.39
52 H -3.40 3.99 1.30
53 H -3.95 5.85 -0.22
54 H -3.94 5.49 -2.66
55 H -3.45 3.26 -3.58
56 H -1.16 -1.54 -4.35
57 H -1.23 -2.13 -6.74
58 H -2.53 -0.75 -8.32
59 H -3.69 1.28 -7.52
60 H -3.68 1.84 -5.14
61 Cl -4.81 0.07 -0.12
62 C -4.10 -0.31 1.41
63 C -4.85 -0.11 2.56
64 C -4.34 -0.46 3.80
65 C -3.06 -0.99 3.90
66 C -2.30 -1.15 2.75
67 Cl -0.69 -1.80 2.85
68 C -2.80 -0.82 1.48
69 N -2.00 -1.04 0.33
70 H -5.84 0.30 2.48
71 H -4.94 -0.34 4.68
72 H -2.67 -1.31 4.85
73 Br -0.16 -4.82 1.54
74 C 0.49 -5.52 -0.08
75 C 0.33 -6.87 -0.34
76 C 0.86 -7.41 -1.50
77 C 1.52 -6.60 -2.41
78 C 1.66 -5.24 -2.16
79 C 1.14 -4.71 -0.99
80 I 1.51 -2.61 -0.58
81 H -0.19 -7.49 0.37
82 H 0.75 -8.47 -1.69
83 H 1.93 -7.02 -3.31
84 H 2.19 -4.61 -2.85

Density functional theory data (ωB97M-V/def2-TZVPD) for a single C5H5FN2 molecule.

Results
SMILES string   C=C(F)c1cnc[nH]1
Total charge   0
HOMO energy   -9.2 eV

Element x y z (Å)
1 C 0.37 -2.48 -0.62
2 C 0.04 -1.53 0.18
3 F -0.27 -1.79 1.45
4 C -0.13 0.25 -0.09
5 C -0.56 1.04 -1.10
6 N -0.51 2.37 -0.62
7 C 0.04 2.31 0.53
8 N 0.30 1.04 0.97
9 H 0.48 -3.57 -0.25
10 H 0.72 -2.45 -1.59
11 H -1.10 0.76 -1.99
12 H 0.17 3.21 1.15
13 H 0.45 0.82 1.98

Density functional theory data (ωB97M-V/def2-TZVPD) for a single C2H5NOS2 molecule.

Results
SMILES string   CSC(=S)NO
Total charge   0
HOMO energy   -8.9 eV

Element x y z (Å)
1 C 2.09 0.57 0.10
2 S 1.13 -1.04 -0.28
3 C -0.53 -0.22 0.03
4 S -0.94 1.36 -0.20
5 N -1.57 -1.00 0.04
6 O -2.82 -0.64 -0.15
7 H 3.03 0.27 -0.46
8 H 1.65 1.48 -0.59
9 H 2.13 0.78 1.25
10 H -1.53 -1.96 0.33
11 H -2.65 0.40 -0.08

Density functional theory data (ωB97M-V/def2-TZVPD) for a molecular structure, C20H45CrN2O2P2.

Results
2S+1   4
<S²>   3.80
Total charge   +2
HOMO energy (spin up / spin down)   -15.2 / -15.2 eV

Element x y z (Å)
1 Cr -0.12 0.32 -0.29
2 P -1.34 1.30 1.43
3 P 0.96 -1.07 -1.84
4 N -1.77 -0.20 -1.08
5 C -2.98 1.16 0.60
6 H -3.76 1.01 1.36
7 H -3.20 2.11 0.09
8 C -3.01 -0.02 -0.40
9 H -3.34 -0.95 0.13
10 H -3.83 0.16 -1.13
11 C -1.83 -1.23 -2.08
12 H -2.67 -1.03 -2.77
13 H -2.11 -2.22 -1.63
14 C -0.53 -1.37 -2.88
15 H -0.51 -0.66 -3.72
16 H -0.48 -2.38 -3.32
17 C 1.59 -2.76 -1.47
18 C 2.71 -2.78 -0.44
19 H 2.84 -3.81 -0.08
20 H 2.51 -2.14 0.43
21 H 3.67 -2.48 -0.86
22 C 2.18 -0.18 -2.88
23 C 3.56 -0.12 -2.22
24 H 4.17 0.63 -2.75
25 H 4.10 -1.07 -2.30
26 H 3.53 0.18 -1.16
27 C -0.97 3.09 1.61
28 C 0.22 3.34 2.53
29 H 0.54 4.38 2.41
30 H 1.09 2.71 2.31
31 H -0.04 3.22 3.59
32 C -1.61 0.55 3.09
33 C -0.32 0.37 3.88
34 H -0.53 -0.31 4.72
35 H 0.03 1.30 4.33
36 H 0.50 -0.06 3.30
37 C 1.52 0.53 0.69
38 C 2.28 -0.67 -4.32
39 H 2.75 -1.66 -4.38
40 H 1.31 -0.71 -4.83
41 H 2.92 0.02 -4.87
42 C -2.17 3.95 2.02
43 H -1.87 5.00 1.96
44 H -3.04 3.81 1.37
45 H -2.47 3.76 3.06
46 C -2.68 1.28 3.92
47 H -2.96 0.63 4.76
48 H -2.29 2.21 4.36
49 H -3.59 1.50 3.36
50 C 1.98 -3.56 -2.72
51 H 2.96 -3.23 -3.12
52 H 2.09 -4.61 -2.44
53 H 1.24 -3.51 -3.52
54 H 0.70 -3.23 -1.02
55 H -2.00 -0.45 2.82
56 H 1.76 0.84 -2.89
57 H -0.69 3.36 0.58
58 O 2.48 0.54 1.35
59 H -0.29 1.66 -1.39
60 H 0.44 1.79 -0.97
61 C -1.79 -4.23 1.84
62 N -0.52 -3.81 2.42
63 C 0.14 -4.61 3.47
64 C 0.03 -2.67 1.97
65 O -0.51 -1.99 1.08
66 H -2.09 -5.16 2.31
67 H -1.68 -4.36 0.75
68 H -2.55 -3.44 2.00
69 H 1.14 -4.93 3.13
70 H 0.26 -4.02 4.39
71 H -0.48 -5.49 3.68
72 H 1.00 -2.42 2.46

Density functional theory data (ωB97M-V/def2-TZVPD) for a single C4H7N molecule.

Results
SMILES string   C[C@H]1CC=N1
Total charge   0
HOMO energy   -9.2 eV

Element x y z (Å)
1 C -1.42 0.71 -0.21
2 C -0.20 0.29 0.59
3 C 0.56 -0.98 0.07
4 C 1.71 -0.13 -0.23
5 N 1.27 1.04 -0.03
6 H -1.03 0.92 -1.19
7 H -1.69 1.58 0.23
8 H -2.20 -0.07 -0.37
9 H -0.44 0.47 1.74
10 H 0.07 -1.48 -0.82
11 H 0.68 -1.78 0.77
12 H 2.68 -0.55 -0.57

Density functional theory data (ωB97M-V/def2-TZVPD) for a molecular structure, H16O8Pb.

Results
Total charge   +2
HOMO energy   -17.5 eV

Element x y z (Å)
1 Pb -19.11 0.05 -18.77
2 O -18.73 0.16 -16.35
3 H -19.50 0.32 -15.79
4 H -17.99 0.41 -15.81
5 O -18.66 2.48 -17.99
6 H -18.93 2.77 -17.11
7 H -18.60 3.30 -18.49
8 O -21.25 -1.04 -17.92
9 H -21.66 -1.56 -18.61
10 H -21.98 -0.75 -17.37
11 O -20.59 -1.26 -20.47
12 H -20.48 -1.22 -21.42
13 H -20.89 -2.15 -20.31
14 O -16.67 -0.37 -18.69
15 H -16.03 -0.07 -19.34
16 H -16.16 -0.44 -17.88
17 O -18.88 -2.45 -18.06
18 H -18.13 -3.04 -18.16
19 H -19.38 -2.81 -17.33
20 O -21.17 1.66 -19.33
21 H -21.82 1.42 -19.99
22 H -20.96 2.57 -19.52
23 O -18.38 1.53 -20.83
24 H -17.78 1.26 -21.53
25 H -18.37 2.49 -20.87

Density functional theory data (ωB97M-V/def2-TZVPD) for a molecular structure, C26H28N6O2S3Tc.

Results
2S+1   4
<S²>   3.77
Total charge   +2
HOMO energy (spin up / spin down)   -13.5 / -13.5 eV

Element x y z (Å)
1 Tc 0.81 -0.66 0.39
2 C -3.83 -2.24 2.99
3 S -3.27 -3.74 2.16
4 C -1.86 -3.08 1.29
5 S -2.51 -2.72 -0.22
6 N -0.70 -3.10 1.83
7 N 0.34 -2.65 1.03
8 C 1.18 -3.54 0.65
9 C 2.36 -3.12 -0.10
10 C 3.32 -4.00 -0.54
11 C 4.42 -3.50 -1.22
12 C 4.52 -2.13 -1.43
13 C 3.51 -1.31 -0.96
14 N 2.45 -1.78 -0.31
15 H -4.81 -2.46 3.41
16 H -3.92 -1.44 2.26
17 H -3.14 -1.97 3.79
18 H 1.03 -4.59 0.89
19 H 3.22 -5.06 -0.35
20 H 5.19 -4.17 -1.58
21 H 5.36 -1.70 -1.96
22 H 3.54 -0.24 -1.11
23 C 2.17 3.35 -0.65
24 C 1.90 2.02 -0.04
25 N 1.18 1.10 -0.58
26 N 0.56 1.27 -1.77
27 C -0.12 0.19 -2.09
28 O -0.14 -0.87 -1.34
29 C -0.91 0.15 -3.33
30 C -1.02 1.28 -4.14
31 C -1.77 1.23 -5.30
32 C -2.41 0.04 -5.66
33 C -2.29 -1.09 -4.86
34 C -1.55 -1.04 -3.70
35 C 2.42 1.65 1.28
36 C 3.22 2.48 2.05
37 C 3.66 2.04 3.29
38 C 3.27 0.78 3.74
39 C 2.47 0.00 2.92
40 N 2.05 0.42 1.72
41 H 1.66 3.43 -1.60
42 H 3.24 3.50 -0.81
43 H 1.82 4.15 0.01
44 H -0.52 2.19 -3.85
45 H -1.86 2.10 -5.92
46 H -2.99 0.00 -6.56
47 H -2.79 -2.01 -5.14
48 H -1.45 -1.91 -3.07
49 H 3.51 3.45 1.68
50 H 4.28 2.67 3.90
51 H 3.59 0.40 4.70
52 H 2.14 -0.98 3.23
53 O -0.93 0.16 1.25
54 S -1.26 1.66 1.31
55 C -2.34 1.82 2.76
56 C -3.52 2.66 2.28
57 C -3.92 2.08 0.93
58 C -2.63 1.89 0.13
59 H -1.77 2.25 3.58
60 H -2.63 0.80 3.01
61 H -3.22 3.71 2.18
62 H -4.33 2.62 3.01
63 H -4.61 2.73 0.40
64 H -4.42 1.12 1.07
65 H -2.38 2.75 -0.49
66 H -2.61 0.99 -0.50

Density functional theory data (ωB97M-V/def2-TZVPD) for a molecular structure, C8H24F4N4O11PbS4.

Results
Total charge   0
HOMO energy   -9.8 eV

Element x y z (Å)
1 Pb -3.09 4.54 20.33
2 N -4.01 5.63 22.22
3 S -4.38 5.33 23.66
4 O -5.57 5.88 24.33
5 O -3.19 5.18 24.45
6 F -4.76 3.80 23.36
7 S -4.10 7.33 22.45
8 O -3.34 7.93 23.50
9 O -5.35 7.94 21.94
10 F -3.12 7.51 21.23
11 N -1.82 4.37 18.31
12 S -0.47 5.12 17.64
13 O -0.79 6.22 16.73
14 O 0.73 4.36 17.20
15 F -0.01 5.86 18.98
16 S -1.74 3.20 17.38
17 O -0.82 2.18 17.90
18 O -2.08 3.24 15.95
19 F -3.14 2.61 17.98
20 O -1.05 5.54 21.38
21 H -0.97 6.36 21.87
22 H -0.15 5.27 21.21
23 C -2.07 2.18 23.41
24 C -1.58 1.48 22.11
25 C -2.09 -0.01 21.87
26 O -1.97 -0.41 20.49
27 C -0.65 -0.76 20.08
28 N -1.87 2.22 20.89
29 H -3.15 2.30 23.55
30 H -1.53 3.12 23.54
31 H -1.63 1.64 24.25
32 H -0.49 1.40 22.06
33 H -3.14 -0.03 22.15
34 H -1.44 -0.60 22.52
35 H -0.34 -0.48 19.07
36 H -0.46 -1.83 20.23
37 H 0.09 -0.18 20.64
38 H -1.98 1.46 20.23
39 H -1.03 2.56 20.46
40 C -7.06 5.65 18.06
41 C -6.05 5.18 19.21
42 C -6.23 3.66 19.52
43 O -5.06 3.05 20.01
44 C -5.22 1.79 20.65
45 N -4.79 5.56 18.70
46 H -6.81 6.69 17.89
47 H -8.12 5.74 18.31
48 H -6.94 5.06 17.15
49 H -6.04 5.67 20.19
50 H -6.45 3.24 18.53
51 H -7.05 3.54 20.22
52 H -5.71 1.95 21.61
53 H -4.26 1.37 20.97
54 H -5.60 0.98 20.02
55 H -4.56 5.04 17.86
56 H -4.95 6.45 18.25

Question: What is the total charge in the seventh record?
Answer: +2